C10H40O10 | ωB97M-V/def2-TZVPD

Atoms and positions in Å:
C: -3.67 -0.88 -1.52
O: -3.44 -1.81 -0.49
H: -3.78 0.17 -1.11
H: -2.87 -0.89 -2.25
H: -4.59 -1.16 -2.06
H: -2.55 -1.52 -0.16
C: -2.89 0.93 2.46
O: -1.65 1.54 2.04
H: -3.10 -0.02 1.99
H: -2.73 0.81 3.52
H: -3.78 1.55 2.31
H: -1.89 2.10 1.23
C: 0.22 -0.24 -0.85
O: -0.82 -0.39 0.08
H: 1.08 -0.82 -0.46
H: -0.14 -0.77 -1.70
H: 0.50 0.78 -1.14
H: -0.98 0.38 0.68
C: 3.03 -2.11 -2.47
O: 3.93 -2.33 -1.38
H: 2.21 -2.84 -2.39
H: 2.60 -1.11 -2.31
H: 3.57 -2.22 -3.40
H: 4.38 -1.56 -1.15
C: 0.90 0.32 4.24
O: 1.57 -0.82 4.81
H: 1.33 0.60 3.21
H: -0.17 0.15 4.25
H: 0.93 1.20 4.94
H: 2.23 -0.59 5.47
C: 1.73 -2.71 1.86
O: 2.69 -1.85 1.23
H: 1.76 -2.33 2.89
H: 0.75 -2.57 1.39
H: 1.90 -3.74 1.81
H: 3.04 -2.24 0.43
C: -0.25 2.62 -3.23
O: -0.08 3.21 -1.94
H: -0.65 3.35 -3.95
H: 0.69 2.19 -3.59
H: -0.98 1.83 -3.13
H: 0.70 3.78 -2.06
C: 3.55 1.44 0.12
O: 4.36 0.34 0.66
H: 2.58 1.59 0.58
H: 4.17 2.28 0.36
H: 3.39 1.45 -0.98
H: 3.75 -0.38 0.90
C: -3.05 4.22 0.04
O: -2.30 3.01 -0.23
H: -3.80 4.43 -0.71
H: -3.54 4.00 0.97
H: -2.41 5.11 0.23
H: -1.54 3.12 -0.83
C: -0.68 -3.55 -1.33
O: -1.53 -3.28 -2.47
H: -0.34 -2.61 -0.94
H: -1.19 -4.25 -0.64
H: 0.19 -4.05 -1.71
H: -2.33 -2.88 -2.10

The calculation puts the highest occupied orbital energy at -9.98 eV. The gap between HOMO and LUMO is 10.1 eV. The calculation puts the energy above the lowest of the compared OMol25 structures with the same formula, charge and spin at 89.2 kcal/mol. Its charge is 0. The structure (SMILES) is CO.CO.CO.CO.CO.CO.CO.CO.CO.CO.

Here are the Löwdin charges for atoms 1 to 4, given in e: -0.1766, -0.1450, 0.0897, 0.0618